Density functional theory data (ωB97M-V/def2-TZVPD) for a molecular structure, C27H26AgBr4N3O6S in a non-equilibrium geometry.

Cartesian coordinates (Å):
Ag -1.176 1.406 0.882
C -2.633 -1.546 -1.709
C -2.804 -0.989 -0.300
O -2.917 0.228 -0.152
C -2.811 -1.928 0.802
C -3.180 -3.262 0.623
C -3.252 -4.151 1.671
C -2.926 -3.710 2.956
C -2.513 -2.425 3.167
C -2.415 -1.464 2.110
O -1.965 -0.311 2.346
H -2.470 -0.716 -2.390
H -3.522 -2.094 -2.023
H -1.772 -2.209 -1.746
H -3.457 -3.595 -0.369
H -3.585 -5.169 1.504
H -2.999 -4.396 3.794
H -2.275 -2.075 4.164
Br -6.904 4.711 0.771
C -5.243 4.049 1.406
C -5.080 3.739 2.740
Br -6.517 3.974 3.961
C -3.838 3.297 3.187
Br -3.568 2.828 5.011
C -2.724 3.168 2.362
O -1.576 2.820 2.800
C -2.902 3.472 0.944
O -1.918 3.361 0.131
C -4.164 3.896 0.538
Br -4.368 4.276 -1.312
C 1.206 -1.047 3.489
C 0.647 0.335 3.219
N -0.136 0.885 4.143
O 0.984 0.943 2.200
H 1.154 -1.304 4.543
H 2.237 -1.102 3.143
H 0.611 -1.759 2.918
H -0.587 0.293 4.822
H -0.694 1.682 3.805
C 0.951 -0.286 -4.353
C 1.859 0.936 -4.373
C 1.746 1.748 -3.078
N 2.424 1.122 -1.975
C 1.788 0.520 -0.936
S 0.162 0.184 -0.956
N 2.551 0.133 0.140
C 3.857 -0.268 0.186
O 4.472 -0.290 1.249
C 4.475 -0.742 -1.077
C 5.848 -0.565 -1.277
C 6.459 -1.031 -2.422
C 5.721 -1.707 -3.383
C 4.367 -1.934 -3.170
C 3.751 -1.464 -2.030
H 1.053 -0.861 -5.272
H -0.085 0.021 -4.245
H 1.194 -0.923 -3.508
H 1.588 1.584 -5.209
H 2.899 0.623 -4.508
H 0.694 1.854 -2.802
H 2.178 2.742 -3.223
H 3.402 1.335 -1.847
H 2.068 0.287 1.052
H 6.420 -0.046 -0.521
H 7.521 -0.871 -2.571
H 6.196 -2.060 -4.289
H 3.792 -2.490 -3.897
H 2.704 -1.664 -1.862

HOMO	-0.56	eV
net charge	-2
Kohn-Sham gap	4.1	eV
2S+1	1
LUMO	3.6	eV